(1)
# C31H46N8O2S2SeV

A molecular structure, C31H46N8O2S2SeV at a distorted geometry (ωB97M-V/def2-TZVPD, the Open Molecules 2025 dataset).

The geometry in XYZ format:
```
91
Properties=species:S:1:pos:R:3:lowdin_spin:R:1
V 2.0497 -1.6114 1.4549 2.695
N 5.2258 1.0402 0.3067 -0.001
C 4.2756 0.3203 0.9912 0.006
S 4.4238 -1.4377 0.9935 0.027
N 3.3431 1.0404 1.5535 0.012
N 2.3396 0.2377 2.1552 -0.004
C 1.6919 0.8013 3.0986 0.062
C 0.6548 0.1385 3.9057 0.005
C -0.0526 0.9397 4.8080 0.008
C -1.0561 0.4279 5.6055 0.000
C -1.3625 -0.9298 5.4994 0.010
C -0.6598 -1.7482 4.6353 -0.001
C 0.3642 -1.2395 3.8348 0.018
O 1.0579 -2.0759 3.0497 0.036
H 6.1137 0.5870 0.1769 0.000
H 5.2475 2.0259 0.5148 0.000
H 1.9382 1.8384 3.3167 0.002
H 0.1985 1.9952 4.8636 0.000
H -1.6009 1.0685 6.2873 0.000
H -2.1526 -1.3539 6.1083 0.001
H -0.8852 -2.8040 4.5529 0.000
C 2.5432 -6.7604 -2.5735 0.000
C 3.3273 -5.5138 -2.1584 0.000
C 2.9489 -4.9986 -0.8046 0.002
N 2.2971 -3.9129 -0.6161 0.006
N 2.0537 -3.6602 0.7472 0.016
C 2.5045 -4.6243 1.5077 0.022
N 2.2846 -4.6538 2.8400 0.013
S 3.3063 -5.8718 0.6530 0.004
H 2.8087 -7.0550 -3.5894 0.000
H 1.4698 -6.5680 -2.5407 0.000
H 2.7510 -7.6068 -1.9151 0.000
H 3.1446 -4.6929 -2.8508 0.000
H 4.3980 -5.7261 -2.1705 0.000
H 1.8788 -3.8032 3.2341 0.003
H 2.9332 -5.1652 3.4126 0.001
C 3.1378 -0.9666 -2.3864 0.001
C 2.1451 -0.1482 -1.5895 0.004
O 1.3184 -0.9476 -0.7315 0.029
C 0.2563 -1.5707 -1.4480 0.002
C -0.6764 -2.2779 -0.4975 0.008
H 3.7894 -0.2912 -2.9498 0.000
H 2.6403 -1.6270 -3.1017 0.000
H 3.7547 -1.5649 -1.7183 0.001
H 1.4882 0.4153 -2.2617 0.000
H 2.6447 0.5679 -0.9430 0.000
H 0.6641 -2.2666 -2.1844 0.000
H -0.2855 -0.7815 -1.9802 0.000
H -0.1954 -3.1262 -0.0147 0.003
H -1.5484 -2.6463 -1.0452 0.001
H -1.0137 -1.5827 0.2751 0.002
C -3.5914 1.6601 3.1353 0.000
C -4.3191 2.1797 1.8979 0.000
C -4.8299 1.0696 0.9831 0.000
C -3.7213 0.3037 0.2664 0.000
N -3.0349 1.1341 -0.7280 0.000
C -1.7626 1.6193 -0.6314 0.001
Se -0.5353 1.3949 0.7101 0.004
N -1.5456 2.3339 -1.7733 0.000
C -0.2730 2.9676 -2.1092 0.000
C -0.2112 4.4206 -1.6724 0.000
C 1.0960 5.0843 -2.0992 0.000
C 2.3312 4.3984 -1.5077 0.000
C -2.6748 2.3202 -2.5845 0.000
C -2.9297 2.9021 -3.8142 0.000
C -4.1803 2.6669 -4.3760 0.000
C -5.1285 1.8727 -3.7237 0.000
C -4.8611 1.2993 -2.4850 0.000
C -3.6191 1.5500 -1.9274 0.000
H -3.3847 2.4698 3.8389 0.000
H -2.6305 1.2044 2.8846 0.000
H -4.1949 0.9119 3.6621 0.000
H -3.6545 2.8390 1.3292 0.000
H -5.1728 2.7880 2.2057 0.000
H -5.5100 1.4883 0.2368 0.000
H -5.4078 0.3486 1.5713 0.000
H -4.1223 -0.5686 -0.2515 0.000
H -2.9550 -0.0387 0.9604 0.000
H -0.1226 2.8688 -3.1876 0.000
H 0.4908 2.3848 -1.5985 0.000
H -0.3009 4.4480 -0.5817 0.000
H -1.0683 4.9622 -2.0855 0.000
H 1.0751 6.1301 -1.7864 0.000
H 1.1629 5.0902 -3.1930 0.000
H 2.2177 4.2441 -0.4304 0.000
H 3.2309 4.9954 -1.6693 0.000
H 2.5120 3.4176 -1.9552 0.000
H -2.1914 3.5168 -4.3147 0.000
H -4.4210 3.1046 -5.3363 0.000
H -6.0915 1.7023 -4.1883 0.000
H -5.5946 0.6816 -1.9824 0.000
```

Results
- Electronic energy: -161616.9821 eV
- ⟨S²⟩: 3.763
- HOMO-LUMO gap (spin up / spin down): 6.648 / 7.727 eV
- F_max: 0.0295 hartree/bohr
- Multiplicity: 4
- LUMO level (spin up / spin down): 0.47 / 0.47 eV

(2)
# C31H47Al2Br4Cl6N2O11

A molecular structure, C31H47Al2Br4Cl6N2O11 at a distorted geometry (ωB97M-V/def2-TZVPD, the Open Molecules 2025 dataset).

The geometry in XYZ format:
```
103
Properties=species:S:1:pos:R:3:mulliken_charge:R:1
C -1.8247 2.3301 -1.5500 -0.942
C -1.8398 0.9919 -2.2946 0.662
O -1.1363 0.8419 -3.2493 -0.528
O -2.7275 0.1148 -1.7925 -0.117
C -2.6598 -1.2055 -2.3301 -1.453
C -2.1163 -2.2000 -1.3128 1.101
C -1.3791 -3.2534 -1.6830 0.889
C -0.9564 -3.5906 -3.0874 -1.680
C 0.5592 -3.3959 -3.4344 1.063
O 0.7633 -2.5676 -4.5854 -0.538
C 1.4528 -2.8672 -2.2974 -1.340
N 1.1674 -1.4854 -1.8767 0.264
C -0.9087 -4.2239 -0.6227 -0.195
O -0.7824 -5.3753 -0.9248 -0.527
C -0.6671 -3.6486 0.7434 0.729
C -1.4448 -2.5249 1.1122 -0.271
C -1.2354 -1.9748 2.3722 -0.422
C -0.2852 -2.4916 3.2453 -0.778
C 0.4669 -3.5872 2.8650 -0.120
Br 1.7899 -4.3559 3.9487 -0.007
C 0.2608 -4.1787 1.6126 0.924
C 1.0544 -5.4397 1.2227 -0.340
O 0.5188 -6.5120 1.6567 -0.897
O 2.0694 -5.3640 0.5572 -0.647
C -2.4598 -1.9917 0.1344 0.086
O -3.4704 -1.4488 0.5013 -0.613
H -1.4638 2.1674 -0.5298 0.119
H -1.2136 3.0321 -2.1124 0.283
H -2.8540 2.7022 -1.5186 0.395
H -3.7006 -1.5199 -2.4979 0.196
H -2.1639 -1.3103 -3.2894 0.509
H -1.5557 -3.0930 -3.8510 0.799
H -1.1410 -4.6628 -3.2192 0.330
H 0.9766 -4.3774 -3.6954 0.299
H 0.0120 -2.6683 -5.1787 0.344
H 2.5048 -2.8393 -2.7053 0.525
H 1.5143 -3.5495 -1.4407 -0.239
H 1.8142 -0.8376 -2.3172 0.148
H 1.3962 -1.4791 -0.8878 0.136
H -1.8082 -1.1129 2.7082 0.616
H -0.1001 -2.0731 4.2283 0.549
C -7.0168 -1.0883 -0.7563 0.304
Br -7.9342 -2.6212 -1.4671 0.022
Br -6.7279 0.2672 -2.0891 -0.005
Br -7.9437 -0.3433 0.7767 -0.062
H -6.0472 -1.4289 -0.4177 -0.261
Al 0.2863 -0.4320 0.5015 0.584
Cl 3.0733 -1.5537 -4.1944 0.017
O -0.8167 -5.5143 4.6908 -0.393
C -1.1578 -6.5315 4.1179 1.164
C -1.2231 -7.9408 5.2546 -0.233
O -1.5085 -8.8800 4.5101 -0.476
H -0.4697 -6.8977 3.3293 -0.711
H -2.1504 -6.5436 3.6267 0.298
H -1.9150 -7.6495 6.0626 0.348
H -0.2386 -7.9385 5.7543 0.294
C 2.1468 2.2517 -1.5028 -0.340
C 2.8885 3.2028 -2.4520 -0.213
C 3.8110 4.2129 -1.7694 -0.616
N 3.1979 5.5519 -1.3866 0.272
C 3.1605 6.4441 -2.6118 -0.557
C 2.7796 7.8766 -2.2800 -0.636
C 3.6827 8.4732 -1.2089 -0.859
C 3.7563 7.5792 0.0225 -0.348
C 4.1276 6.1555 -0.3446 -0.713
C 1.8365 5.3847 -0.8118 -1.249
H 1.2803 2.7122 -1.0258 0.121
H 1.7824 1.3884 -2.0624 -0.064
H 2.8122 1.8878 -0.7150 0.436
H 2.1854 3.6873 -3.1325 0.212
H 3.5271 2.5734 -3.0728 -0.144
H 4.6426 4.4522 -2.4299 0.360
H 4.2288 3.7841 -0.8582 0.452
H 4.1577 6.4204 -3.0512 0.417
H 2.4548 6.0014 -3.3140 0.397
H 2.8504 8.4763 -3.1881 0.423
H 1.7343 7.9326 -1.9648 0.276
H 3.3238 9.4626 -0.9279 0.400
H 4.6894 8.6091 -1.6165 0.307
H 2.8081 7.6061 0.5655 0.314
H 4.5037 7.9686 0.7123 0.078
H 4.0953 5.5061 0.5299 0.487
H 5.1321 6.1250 -0.7686 0.449
H 1.9038 4.7078 0.0360 0.289
H 1.1738 5.0000 -1.5818 0.407
H 1.4591 6.3448 -0.4790 0.599
Cl 4.5231 0.3799 -4.4433 -0.140
C -9.8579 -2.1452 4.1504 -0.655
O -8.4169 -2.1390 4.4321 -0.262
H -10.3472 -2.8739 4.7983 0.324
H -10.2694 -1.1568 4.3451 0.362
H -10.0238 -2.4216 3.1132 0.291
H -8.0179 -1.4806 3.8383 0.364
O 0.1850 -8.6916 1.9298 -0.445
H -0.5692 -8.7128 1.3123 0.446
H -0.1155 -8.7947 2.8718 0.378
H 0.7269 -7.8614 1.8088 0.588
Al -8.2437 -2.5358 6.3433 0.571
C 6.7347 7.3590 3.1777 0.394
Cl 7.4650 8.9294 2.8633 -0.071
Cl 4.9967 7.5607 3.4731 -0.120
Cl 6.9744 6.3047 1.7651 -0.103
Cl 7.4866 6.6223 4.5872 -0.079
```

Results
- Electronic energy: -426878.3905 eV
- Charge: +3
- HOMO-LUMO gap: 6.561 eV
- F_max: 0.1227 hartree/bohr
- LUMO level: -8.33 eV

- The lowest F_max belongs to which entry?
  C31H46N8O2S2SeV

- electronic energy of number 1 (C31H46N8O2S2SeV)?
  -161616.9821 eV

- Which of these has the highest electronic energy?
  C31H46N8O2S2SeV